Molecular formula: CHNO3S
Method: DFT, wB97M-V/def2-TZVPD

Output
DFT total energy   -717.30363 Ha
Strongest force on any atom   0.0526 Eh/bohr

The geometry in ORCA input format:
```
! wB97M-V def2-TZVPD RIJCOSX def2/J DEFGRID3
* xyz -2 1
C 3.70 0.95 -1.61
N -5.16 -1.56 1.68
O -5.45 -0.34 1.46
O -4.54 -1.88 2.74
O 2.71 0.28 -1.50
S 5.18 0.55 -0.59
H 3.57 2.01 -2.20
*
```